Density functional theory data (ωB97M-V/def2-TZVPD) for a 16-piece molecular cluster, C96H223N13O16 overall at a distorted geometry.

Computed properties:
- net charge = 0
- E_tot (eV) = -155284.860
- HOMO energy (eV) = -7.702

Last column: Mulliken charge in e.
Atoms and positions in Å:
1 C -0.60 -6.99 -1.78  -1.813
2 C 0.36 -5.89 -2.02  1.190
3 C -0.35 -4.75 -2.73  -0.446
4 O 0.89 -5.42 -0.81  0.079
5 H -1.35 -6.72 -1.04  0.111
6 H -0.04 -7.85 -1.40  0.430
7 H -1.24 -7.21 -2.63  0.454
8 H 1.08 -6.21 -2.77  0.204
9 H 0.37 -3.95 -2.90  -0.359
10 H -1.08 -4.33 -2.04  -0.583
11 H -0.86 -5.06 -3.64  0.844
12 H 1.56 -6.03 -0.48  -0.474
13 C 0.00 -5.46 2.48  -1.603
14 C 0.01 -3.98 2.33  2.148
15 C 0.60 -3.22 3.51  -0.604
16 O 0.81 -3.66 1.23  2.774
17 H -0.27 -5.99 1.56  0.179
18 H -0.72 -5.72 3.24  0.471
19 H 0.99 -5.91 2.64  0.241
20 H -0.98 -3.58 2.14  -1.134
21 H 0.03 -3.37 4.42  0.718
22 H 0.66 -2.17 3.23  -0.023
23 H 1.62 -3.60 3.58  -0.541
24 H 0.61 -4.28 0.53  -1.237
25 C 2.94 4.40 3.85  -0.877
26 C 1.68 5.18 4.09  0.527
27 C 0.95 5.59 2.76  -1.206
28 O 0.83 4.42 4.87  -0.329
29 H 3.36 4.30 4.85  0.661
30 H 3.63 4.96 3.22  0.562
31 H 2.82 3.43 3.36  -0.463
32 H 1.99 6.08 4.61  0.332
33 H 1.02 4.76 2.05  -0.015
34 H 1.35 6.46 2.23  0.481
35 H -0.05 5.91 3.03  0.411
36 H 0.06 4.95 5.07  0.199
37 C 4.06 0.84 7.83  -2.181
38 C 3.54 0.93 6.35  2.080
39 C 3.52 -0.44 5.68  -1.224
40 C 2.32 -1.24 6.18  -0.437
41 C 1.05 -0.38 5.98  -0.740
42 C 0.97 0.98 6.74  2.105
43 N 2.21 1.67 6.32  1.709
44 O 2.23 2.95 6.88  -0.735
45 C -0.30 1.76 6.25  -2.248
46 C 0.93 0.66 8.23  -1.984
47 C 4.57 1.80 5.53  -1.971
48 H 3.69 1.58 8.54  0.324
49 H 5.14 0.86 7.94  0.432
50 H 3.85 -0.17 8.17  0.421
51 H 3.61 -0.40 4.59  0.026
52 H 4.39 -0.98 6.07  0.700
53 H 2.48 -1.52 7.22  0.416
54 H 2.05 -2.17 5.68  -0.201
55 H 0.18 -0.95 6.30  0.891
56 H 0.86 -0.24 4.92  -0.870
57 H -0.23 2.17 5.25  -0.051
58 H -1.19 1.13 6.32  0.592
59 H -0.59 2.59 6.89  0.514
60 H 1.84 0.45 8.78  0.353
61 H 0.59 1.59 8.70  0.458
62 H 0.27 -0.14 8.55  0.321
63 H 5.48 1.22 5.39  0.555
64 H 4.87 2.76 5.94  0.518
65 H 4.12 1.95 4.54  -0.044
66 H 1.96 3.42 6.09  -0.021
67 C -4.16 5.78 5.23  -1.991
68 C -4.58 4.65 4.25  1.959
69 C -5.35 3.57 5.09  -0.434
70 C -6.80 3.93 5.47  -1.012
71 C -7.54 4.15 4.09  -1.216
72 C -6.94 5.28 3.25  1.581
73 N -5.41 5.14 3.11  1.254
74 O -4.71 5.91 2.17  -0.593
75 C -7.63 5.17 1.85  -1.555
76 C -7.31 6.63 3.82  -1.939
77 C -3.27 3.99 3.75  -1.627
78 H -3.34 5.36 5.81  0.444
79 H -4.87 6.21 5.94  0.187
80 H -3.77 6.62 4.66  0.463
81 H -5.33 2.53 4.77  -0.597
82 H -4.86 3.40 6.05  0.516
83 H -6.88 4.77 6.17  0.359
84 H -7.18 3.03 5.94  0.490
85 H -8.59 4.30 4.33  0.459
86 H -7.52 3.20 3.56  0.278
87 H -7.49 6.00 1.16  0.368
88 H -7.09 4.35 1.39  0.024
89 H -8.69 4.95 1.99  0.424
90 H -6.70 7.39 3.34  0.354
91 H -8.35 6.93 3.65  0.443
92 H -7.15 6.72 4.89  0.306
93 H -2.71 3.43 4.50  0.666
94 H -2.50 4.72 3.48  0.369
95 H -3.47 3.37 2.87  -0.196
96 H -4.76 5.27 1.45  0.221
97 C 5.38 5.16 -0.90  -1.907
98 C 6.52 4.30 -0.33  1.798
99 C 6.12 3.96 1.18  -0.624
100 C 6.85 2.72 1.72  -0.792
101 C 6.66 1.48 0.78  -0.366
102 C 7.11 1.81 -0.66  1.363
103 N 6.58 3.07 -1.18  1.457
104 O 6.89 3.27 -2.49  -0.576
105 C 8.62 1.76 -0.63  -2.018
106 C 6.49 0.63 -1.60  -2.103
107 C 7.90 5.01 -0.18  -1.695
108 H 5.59 5.37 -1.95  0.619
109 H 5.27 6.16 -0.48  0.509
110 H 4.35 4.81 -0.90  -0.117
111 H 6.39 4.69 1.94  0.371
112 H 5.03 3.95 1.28  -0.453
113 H 6.31 2.47 2.63  0.098
114 H 7.90 2.92 1.93  0.475
115 H 5.61 1.18 0.83  -0.411
116 H 7.26 0.67 1.20  0.616
117 H 9.02 2.51 0.06  0.386
118 H 9.00 0.78 -0.34  0.445
119 H 9.04 1.99 -1.61  0.376
120 H 6.85 0.72 -2.63  0.659
121 H 6.85 -0.34 -1.24  0.477
122 H 5.41 0.77 -1.60  0.086
123 H 8.62 4.95 -1.01  0.174
124 H 8.45 4.69 0.71  0.369
125 H 7.72 6.07 -0.06  0.506
126 H 7.79 3.58 -2.53  0.316
127 C -6.22 -3.19 3.52  -2.046
128 C -5.59 -1.80 3.41  2.077
129 C -4.32 -1.85 4.34  -1.779
130 C -3.36 -0.61 4.17  0.250
131 C -2.95 -0.45 2.73  0.110
132 C -4.17 -0.55 1.72  1.455
133 N -5.12 -1.61 2.01  0.441
134 O -6.13 -1.53 1.17  0.575
135 C -4.65 0.84 1.58  0.359
136 C -3.46 -0.94 0.34  0.296
137 C -6.63 -0.71 3.88  -1.983
138 H -7.28 -3.18 3.26  0.398
139 H -6.29 -3.61 4.53  0.417
140 H -5.72 -3.95 2.92  0.275
141 H -4.57 -2.02 5.39  0.560
142 H -3.79 -2.77 4.08  0.352
143 H -2.50 -0.80 4.81  0.191
144 H -3.88 0.30 4.44  -0.307
145 H -2.43 -1.39 2.52  -0.701
146 H -2.27 0.37 2.51  -0.085
147 H -4.67 1.40 2.52  0.014
148 H -4.05 1.52 0.98  -1.243
149 H -5.57 1.00 1.02  0.090
150 H -3.21 -2.00 0.32  -0.151
151 H -4.07 -0.74 -0.53  -0.193
152 H -2.57 -0.36 0.09  -0.561
153 H -6.29 0.28 3.57  0.380
154 H -6.81 -0.59 4.94  0.364
155 H -7.57 -0.82 3.34  0.456
156 H -6.67 -0.86 1.60  0.117
157 C 4.99 -2.88 -3.26  -0.782
158 C 5.47 -3.10 -4.73  2.384
159 C 4.26 -3.72 -5.46  -1.254
160 C 3.32 -2.56 -6.06  0.685
161 C 4.04 -1.56 -6.91  -1.156
162 C 5.14 -0.84 -6.05  1.805
163 N 6.02 -1.93 -5.43  0.397
164 O 7.11 -1.36 -4.74  -0.537
165 C 6.00 0.02 -7.06  -2.110
166 C 4.53 0.13 -5.01  -0.282
167 C 6.51 -4.25 -4.76  -2.192
168 H 4.82 -3.84 -2.77  -0.328
169 H 4.19 -2.13 -3.25  -0.113
170 H 5.89 -2.49 -2.78  0.534
171 H 4.45 -4.43 -6.27  0.605
172 H 3.60 -4.18 -4.73  0.026
173 H 2.82 -2.07 -5.22  -0.989
174 H 2.49 -3.00 -6.61  0.646
175 H 3.37 -0.76 -7.21  0.160
176 H 4.46 -2.05 -7.79  0.359
177 H 5.45 0.45 -7.90  0.357
178 H 6.66 0.73 -6.56  0.298
179 H 6.59 -0.76 -7.54  0.571
180 H 5.16 0.39 -4.15  -0.055
181 H 4.23 1.04 -5.53  0.232
182 H 3.72 -0.33 -4.44  -0.730
183 H 7.23 -4.22 -3.94  0.393
184 H 7.18 -4.13 -5.61  0.524
185 H 6.10 -5.26 -4.78  0.367
186 H 6.61 -0.81 -4.12  0.323
187 C -0.37 0.18 -1.99  -0.633
188 C 0.94 -0.33 -1.21  2.306
189 C 2.23 0.50 -1.61  -0.479
190 C 2.36 1.90 -1.00  -0.362
191 C 2.28 1.78 0.50  0.346
192 C 0.99 1.10 0.92  2.274
193 N 0.83 -0.28 0.26  0.527
194 O -0.10 -1.08 0.75  2.594
195 C 1.22 0.87 2.45  -0.403
196 C -0.18 2.08 0.61  -1.490
197 C 1.14 -1.79 -1.59  -1.084
198 H -0.37 -0.20 -3.01  0.237
199 H -0.50 1.26 -2.07  -0.137
200 H -1.28 -0.17 -1.51  -0.690
201 H 3.11 -0.07 -1.33  -0.360
202 H 2.24 0.58 -2.70  0.166
203 H 1.67 2.64 -1.41  0.041
204 H 3.38 2.19 -1.24  0.001
205 H 2.43 2.82 0.80  -0.214
206 H 3.13 1.14 0.77  -0.467
207 H 0.26 0.69 2.95  -0.287
208 H 1.90 0.04 2.65  -0.342
209 H 1.66 1.76 2.91  -0.408
210 H -1.07 1.52 0.92  -0.317
211 H -0.15 2.91 1.32  0.597
212 H -0.20 2.46 -0.41  -0.377
213 H 1.46 -1.88 -2.62  0.001
214 H 0.21 -2.31 -1.38  0.207
215 H 1.95 -2.21 -0.98  -0.706
216 H 0.44 -1.84 1.00  -1.003
217 C -4.73 -2.21 -5.36  -1.969
218 C -3.50 -1.77 -4.62  2.068
219 C -2.33 -2.49 -5.23  -0.886
220 C -1.94 -1.99 -6.60  -1.412
221 C -1.58 -0.52 -6.46  -1.229
222 C -2.71 0.34 -5.85  2.047
223 N -3.28 -0.35 -4.68  0.897
224 O -4.23 0.36 -4.01  -0.536
225 C -1.95 1.64 -5.32  -2.112
226 C -3.71 0.63 -6.95  -1.912
227 C -3.62 -2.20 -3.16  -0.105
228 H -4.80 -1.71 -6.33  0.437
229 H -5.62 -1.93 -4.79  0.137
230 H -4.75 -3.28 -5.57  0.401
231 H -1.41 -2.35 -4.66  -0.150
232 H -2.48 -3.56 -5.18  0.739
233 H -2.75 -2.14 -7.31  0.413
234 H -1.10 -2.56 -6.99  0.513
235 H -1.28 -0.23 -7.47  0.414
236 H -0.65 -0.55 -5.88  0.314
237 H -1.00 1.42 -4.83  0.208
238 H -1.72 2.32 -6.14  0.516
239 H -2.45 2.27 -4.59  0.308
240 H -3.38 1.47 -7.56  0.538
241 H -3.81 -0.23 -7.62  0.369
242 H -4.68 0.86 -6.51  0.220
243 H -4.62 -2.03 -2.76  -0.620
244 H -2.96 -1.56 -2.58  -0.897
245 H -3.29 -3.22 -2.93  0.496
246 H -3.73 0.76 -3.30  -0.050
247 C -2.67 3.65 -2.07  -1.154
248 C -3.06 4.42 -0.77  1.186
249 C -2.98 5.93 -0.94  -1.206
250 O -1.59 6.24 -1.20  -0.070
251 C -1.39 7.60 -1.44  -0.945
252 N -4.43 4.05 -0.30  -0.359
253 H -1.60 3.69 -2.31  0.349
254 H -3.22 3.88 -2.97  0.821
255 H -2.88 2.59 -1.91  -0.266
256 H -2.38 4.06 0.01  -0.339
257 H -3.33 6.50 -0.08  0.548
258 H -3.64 6.21 -1.76  0.416
259 H -0.37 7.73 -1.81  0.200
260 H -1.53 8.20 -0.54  0.306
261 H -2.00 7.89 -2.29  0.356
262 H -5.13 3.84 -0.99  -0.004
263 H -4.30 3.22 0.25  0.210
264 C 4.11 -5.90 -1.46  -1.157
265 C 3.77 -7.28 -1.15  0.240
266 C 5.08 -8.21 -0.95  -0.936
267 O 4.70 -9.63 -0.85  -0.300
268 C 5.75 -10.62 -0.82  -0.791
269 N 2.97 -7.30 0.03  -0.425
270 H 3.33 -5.14 -1.43  0.044
271 H 4.33 -5.93 -2.53  0.480
272 H 4.99 -5.49 -0.96  0.410
273 H 3.05 -7.67 -1.87  0.321
274 H 5.58 -7.82 -0.07  0.422
275 H 5.64 -8.00 -1.86  0.414
276 H 6.41 -10.28 -0.01  0.327
277 H 6.41 -10.60 -1.69  0.304
278 H 5.38 -11.60 -0.55  0.249
279 H 2.65 -8.18 0.40  0.264
280 H 3.51 -6.85 0.76  0.112
281 C -6.66 -3.97 -2.13  -0.910
282 C -6.37 -4.57 -0.80  0.242
283 C -4.91 -4.33 -0.42  0.133
284 O -4.51 -5.12 0.70  -0.548
285 C -3.27 -4.84 1.31  0.168
286 N -7.32 -3.84 0.04  -0.681
287 H -7.60 -4.31 -2.56  0.366
288 H -5.78 -4.18 -2.74  0.369
289 H -6.77 -2.89 -2.09  -0.240
290 H -6.67 -5.61 -0.73  0.429
291 H -4.77 -3.28 -0.18  -0.221
292 H -4.22 -4.71 -1.18  0.442
293 H -3.12 -5.61 2.07  0.395
294 H -3.22 -3.82 1.67  -0.177
295 H -2.45 -4.90 0.59  -0.181
296 H -7.20 -2.85 -0.09  -0.019
297 H -6.93 -3.93 0.97  0.251
298 C 4.33 -2.33 1.50  -0.800
299 C 4.71 -3.74 1.88  0.714
300 C 5.05 -3.86 3.32  -1.621
301 O 3.97 -3.67 4.20  -0.049
302 C 4.41 -3.79 5.53  -1.035
303 N 3.51 -4.62 1.68  -0.315
304 H 3.52 -2.04 2.18  -0.260
305 H 4.04 -2.18 0.46  0.013
306 H 5.16 -1.66 1.74  0.565
307 H 5.52 -4.21 1.32  0.319
308 H 5.89 -3.17 3.43  0.549
309 H 5.37 -4.89 3.46  0.580
310 H 5.17 -3.02 5.65  0.404
311 H 4.88 -4.75 5.77  0.367
312 H 3.54 -3.58 6.15  0.229
313 H 2.75 -4.09 1.29  -0.606
314 H 3.23 -4.60 2.64  0.390
315 C -7.25 2.86 -2.92  -1.698
316 C -7.15 1.86 -1.78  0.814
317 C -8.13 0.69 -1.98  -0.734
318 O -8.36 0.08 -0.74  -0.218
319 C -9.17 -1.10 -0.88  -0.779
320 N -5.76 1.51 -1.60  1.910
321 H -6.88 2.36 -3.81  0.271
322 H -6.63 3.75 -2.81  0.334
323 H -8.26 3.24 -2.99  0.464
324 H -7.37 2.33 -0.82  0.164
325 H -7.72 0.00 -2.72  0.170
326 H -9.07 1.00 -2.42  0.501
327 H -8.70 -1.77 -1.61  0.346
328 H -10.17 -0.82 -1.23  0.358
329 H -9.19 -1.55 0.11  0.185
330 H -5.71 0.81 -0.88  -1.306
331 H -5.35 1.14 -2.45  -0.140
332 C 2.44 5.16 -3.55  -1.334
333 C 2.84 3.84 -4.30  2.309
334 C 2.02 3.82 -5.66  -1.146
335 O 2.21 2.54 -6.27  -0.016
336 C 1.45 2.27 -7.44  -0.665
337 N 4.30 3.93 -4.58  -0.865
338 H 1.39 5.10 -3.29  0.283
339 H 2.59 6.06 -4.14  0.384
340 H 3.06 5.26 -2.65  0.068
341 H 2.58 2.97 -3.71  -0.791
342 H 2.29 4.58 -6.39  0.401
343 H 0.98 3.88 -5.36  0.309
344 H 0.42 1.95 -7.28  0.051
345 H 1.92 1.39 -7.88  0.203
346 H 1.46 3.04 -8.21  0.371
347 H 4.57 3.07 -5.02  0.311
348 H 4.89 3.99 -3.75  0.173

***

Density functional theory data (ωB97M-V/def2-TZVPD) for a 5-piece molecular cluster, C12H33F2N5O10S2 overall at a distorted geometry.

Computed properties:
- net charge = -2
- energy above the lowest of the compared OMol25 structures with the same formula, charge and spin (kJ/mol) = 3.3
- E_tot (eV) = -68002.768
- HOMO energy (eV) = -1.953

Last column: Mulliken charge in e.
Atoms and positions in Å:
1 N 12.35 21.64 8.64  -0.318
2 S 13.52 21.38 7.64  1.114
3 O 13.73 20.11 6.98  -0.572
4 O 14.71 22.09 8.09  -0.606
5 F 12.82 22.21 6.43  -0.308
6 S 12.79 20.23 9.56  1.065
7 O 14.16 19.94 10.02  -0.577
8 O 11.95 19.08 9.36  -0.541
9 F 12.34 20.83 10.97  -0.259
10 N 7.11 18.97 12.21  0.982
11 O 7.22 19.85 11.38  -0.639
12 O 7.39 19.20 13.40  -0.685
13 O 6.56 17.90 11.98  -0.658
14 C 9.92 12.96 7.84  -1.300
15 C 8.38 13.20 8.13  0.241
16 C 7.85 12.72 9.50  -0.717
17 O 6.50 13.03 9.78  -0.323
18 C 6.23 12.38 10.97  -0.767
19 N 8.19 14.59 7.90  -0.596
20 H 10.12 11.88 7.85  0.330
21 H 10.42 13.40 8.70  0.359
22 H 10.24 13.43 6.91  0.387
23 H 7.74 12.68 7.42  0.282
24 H 8.40 13.16 10.33  0.392
25 H 8.12 11.66 9.49  0.310
26 H 5.37 12.85 11.44  0.293
27 H 7.00 12.35 11.74  0.317
28 H 5.90 11.35 10.82  0.298
29 H 8.74 15.08 8.60  0.277
30 H 8.44 14.86 6.96  0.217
31 C 3.30 20.60 18.38  -1.393
32 C 2.61 19.29 18.12  0.443
33 C 1.16 19.20 18.62  -0.641
34 O 1.09 19.66 20.04  -0.393
35 C 1.42 18.54 20.93  -0.612
36 N 2.56 19.05 16.63  -0.734
37 H 2.71 21.36 17.87  0.350
38 H 4.32 20.62 17.99  0.409
39 H 3.27 20.89 19.43  0.295
40 H 3.24 18.57 18.64  0.237
41 H 0.84 18.17 18.48  0.306
42 H 0.53 19.85 18.02  0.338
43 H 2.50 18.42 20.82  0.256
44 H 0.89 17.68 20.52  0.281
45 H 1.07 18.83 21.93  0.235
46 H 3.54 18.96 16.39  0.321
47 H 2.37 19.94 16.19  0.301
48 C 7.87 26.06 15.82  -1.478
49 C 8.27 26.25 14.34  0.314
50 C 9.82 26.40 14.22  -0.730
51 O 10.12 26.29 12.79  -0.298
52 C 11.53 26.21 12.74  -0.891
53 N 7.79 25.13 13.61  -0.623
54 H 8.40 26.82 16.39  0.363
55 H 8.39 25.22 16.29  0.438
56 H 6.81 25.90 16.01  0.360
57 H 7.84 27.15 13.90  0.335
58 H 10.22 25.58 14.82  0.306
59 H 10.17 27.33 14.68  0.357
60 H 12.22 25.62 13.34  0.333
61 H 11.94 27.22 12.79  0.337
62 H 11.87 25.94 11.74  0.337
63 H 6.78 25.14 13.66  0.247
64 H 7.95 24.38 14.27  0.291

***

Number 1: frontier orbital gap 8.20 eV. Number 2: frontier orbital gap 5.34 eV.